(1)
9
Properties=species:S:1:pos:R:3:lowdin_charge:R:1 method="wB97M-V/def2-TZVPD" e_tot_ev=-89733.1815 gap_ev="2.78 / 2.85" de_lowest_kj_mol=446.7 charge=0 spin_multiplicity=1 e_homo_ev="-7.5 / -7.6"
C -0.099 0.811 -0.434 -0.407
P -0.021 -0.558 0.758 0.531
P 1.270 -2.047 0.023 0.591
Br -4.226 0.825 0.197 -0.528
H -0.616 0.506 -1.254 -0.022
H 0.995 1.231 -0.627 0.083
H -0.766 1.614 0.160 0.078
H -1.080 -1.240 0.184 -0.113
H 2.406 -1.758 0.781 -0.211



(2)
18
Properties=species:S:1:pos:R:3:lowdin_charge:R:1 method="wB97M-V/def2-TZVPD" e_tot_ev=-20067.5456 gap_ev=8.66 de_lowest_kj_mol=21.0 charge=0 spin_multiplicity=1 e_homo_ev=-7.9
C -1.315 -1.976 -0.069 -0.089
C -1.079 -0.664 0.681 -0.293
N 0.321 -0.250 0.587 0.026
C 0.725 0.996 0.176 -0.570
N 0.254 2.144 0.507 -0.321
S -0.811 2.210 1.848 0.702
N 1.850 0.998 -0.676 -0.052
N 1.857 0.185 -1.832 0.013
H -0.713 -2.774 0.373 0.073
H -1.053 -1.837 -1.128 0.072
H -2.369 -2.267 -0.002 0.076
H -1.378 -0.739 1.717 0.089
H -1.691 0.146 0.219 0.103
H 0.965 -0.964 0.369 0.101
H -0.822 3.545 1.895 -0.160
H 2.094 1.934 -0.875 0.097
H 0.929 0.032 -2.189 0.067
H 2.238 -0.722 -1.602 0.064



(3)
15
Properties=species:S:1:pos:R:3:lowdin_charge:R:1 method="wB97M-V/def2-TZVPD" e_tot_ev=-9199.2581 gap_ev=9.84 de_lowest_kj_mol=229.2 charge=0 spin_multiplicity=1 e_homo_ev=-9.2
H -2.080 0.255 1.263 0.054
N -2.527 -0.221 0.478 0.098
C -1.750 -0.802 -0.312 -0.194
C -0.213 -0.982 -0.204 -0.437
N 0.195 -2.166 -0.347 0.131
H 1.184 -2.288 -0.143 0.038
N 0.473 0.125 0.196 -0.195
C 0.145 1.479 -0.204 -0.068
N 1.906 -0.140 0.417 0.066
H -2.180 -1.329 -1.159 0.099
H -0.908 1.558 -0.457 0.073
H 0.361 2.166 0.619 0.085
H 0.741 1.779 -1.075 0.084
H 2.186 0.326 1.277 0.083
H 2.467 0.240 -0.348 0.083



(4)
14
Properties=species:S:1:pos:R:3:lowdin_spin:R:1 method="wB97M-V/def2-TZVPD" e_tot_ev=-18164.7688 s_squared=2.0046 gap_ev="7.01 / 9.06" de_lowest_kj_mol=106.1 charge=0 spin_multiplicity=3 e_homo_ev="-6.4 / -9.6"
C -2.704 -0.752 -0.035 1.308
C 1.876 0.775 -0.914 0.008
C 0.805 -0.929 0.749 0.011
O -0.514 1.294 0.154 0.004
O -3.053 0.456 0.225 0.454
S 0.223 0.211 -0.520 0.040
H -3.727 -1.273 0.001 0.139
H 2.369 -0.017 -1.283 0.000
H 1.890 1.679 -1.631 0.000
H 2.490 1.145 0.038 0.001
H 1.469 -0.394 1.347 0.000
H -0.004 -1.367 1.219 0.012
H 1.125 -1.823 0.289 0.000
H -2.244 0.994 0.360 0.023



(5)
24
Properties=species:S:1:pos:R:3:lowdin_charge:R:1 method="wB97M-V/def2-TZVPD" e_tot_ev=-33584.5635 gap_ev=7.55 de_lowest_kj_mol=202.6 charge=+1 spin_multiplicity=1 e_homo_ev=-11.0
C 3.066 2.018 0.132 -0.162
C 4.036 1.173 -0.234 -0.420
C 1.846 0.032 0.274 -0.641
C -2.015 -0.247 -0.117 -0.409
C 1.166 -2.260 0.178 -0.107
C -3.453 -1.448 -1.860 -0.014
C -2.216 1.694 1.391 -0.283
N 1.834 1.355 0.446 -0.010
N 0.932 -0.831 0.337 -0.227
N -2.655 -0.642 -0.972 0.113
S 3.560 -0.475 -0.150 1.030
S -0.978 0.354 0.943 1.065
H 3.034 3.108 0.354 0.136
H 5.098 1.340 -0.265 0.073
H 2.197 -2.464 0.158 0.011
H 0.684 -2.702 1.034 0.078
H 0.634 -2.601 -0.764 0.109
H -3.670 -2.472 -1.583 0.099
H -2.892 -1.453 -2.901 0.147
H -4.312 -0.852 -2.194 0.102
H -3.157 1.083 1.565 0.060
H -2.256 2.469 0.618 0.052
H -1.793 2.050 2.391 0.067
H 1.310 1.768 1.218 0.133



(6)
27
Properties=species:S:1:pos:R:3:lowdin_charge:R:1 method="wB97M-V/def2-TZVPD" e_tot_ev=-16065.8631 gap_ev=9.05 de_lowest_kj_mol=375.3 charge=+1 spin_multiplicity=1 e_homo_ev=-13.2
C -3.967 0.949 0.141 0.003
C -3.422 -0.283 -0.121 0.044
C -2.939 1.763 0.518 -0.062
C -2.113 -0.184 0.162 -0.245
C -1.314 -1.287 -0.084 -0.083
C 1.014 -1.065 -0.156 -0.213
C 3.142 -0.523 0.997 -0.043
C 1.890 1.160 -0.547 -0.277
C 1.763 0.047 0.510 -0.304
N -1.277 -2.456 -0.270 0.280
N 1.280 -2.211 -0.431 0.229
N 0.621 1.310 -1.139 -0.010
O -1.835 1.080 0.545 0.068
H -4.891 1.399 0.020 0.108
H -3.946 -1.154 -0.372 0.136
H -2.901 2.677 1.112 0.160
H 3.857 0.089 1.525 0.075
H 3.684 -1.012 0.120 0.102
H 2.827 -1.348 1.731 0.109
H 2.883 0.820 -1.042 0.154
H 2.231 2.198 -0.226 0.142
H 0.923 0.314 1.228 0.169
H -0.449 -2.834 -0.605 0.047
H 2.148 -2.634 -0.521 0.095
H -0.075 -0.630 -0.242 0.085
H 0.788 1.635 -2.077 0.088
H 0.080 2.179 -0.774 0.140